<i>
C4H12 | wB97M-V/def2-TZVPD

Values from the calculation:
- highest occupied orbital energy (eV) = -11.5
- SMILES = CC.CC
- Kohn-Sham gap (eV) = 12.5

Atoms and positions in Å:
C: -1.0542 -0.9424 1.1740
C: -0.2519 -1.1701 2.4934
H: -1.3336 0.0785 1.0778
H: -0.5335 -1.2393 0.2754
H: -1.9662 -1.5409 1.3375
H: 0.7297 -0.7394 2.3887
H: -0.8617 -1.1607 3.4268
H: 0.0195 -2.2368 2.4218
C: 1.2515 1.4786 -2.1153
C: -0.0111 0.7166 -1.5244
H: 2.0045 1.5324 -1.4120
H: 1.7490 1.0041 -3.0300
H: 0.8476 2.5569 -2.3604
H: -0.6587 0.5048 -2.3910
H: -0.2322 1.3798 -0.6678
H: 0.3012 -0.2222 -1.0945

Listed below, in e, are the natural (NBO) charges computed for each atom:
1 C -0.60
2 C -0.62
3 H 0.20
4 H 0.20
5 H 0.20
6 H 0.21
7 H 0.22
8 H 0.20
9 C -0.60
10 C -0.62
11 H 0.19
12 H 0.20
13 H 0.20
14 H 0.22
15 H 0.21
16 H 0.19

***

<ii>
C4H12 | wB97M-V/def2-TZVPD

Values from the calculation:
- highest occupied orbital energy (eV) = -11.7
- SMILES = CC.CC
- Kohn-Sham gap (eV) = 12.8

Atoms and positions in Å:
C: 1.7832 -1.0051 1.9163
C: 2.0877 0.3947 1.3824
H: 2.6424 -1.4958 2.3681
H: 1.0268 -0.9714 2.6913
H: 1.4520 -1.6383 1.1039
H: 3.0882 0.5752 1.0075
H: 1.8531 1.1588 2.1342
H: 1.4078 0.6354 0.5654
C: -1.2754 -0.0110 -1.8912
C: -2.5936 0.5926 -1.3983
H: -0.4546 0.0806 -1.1778
H: -1.3845 -1.0781 -2.0636
H: -0.8889 0.4080 -2.8294
H: -2.3983 1.3446 -0.6413
H: -3.0820 1.1632 -2.1886
H: -3.2637 -0.1534 -0.9788

Listed below, in e, are the natural (NBO) charges computed for each atom:
1 C -0.61
2 C -0.61
3 H 0.20
4 H 0.21
5 H 0.20
6 H 0.21
7 H 0.20
8 H 0.20
9 C -0.61
10 C -0.61
11 H 0.20
12 H 0.20
13 H 0.21
14 H 0.20
15 H 0.21
16 H 0.21

***

<iii>
C4H12 | wB97M-V/def2-TZVPD

Values from the calculation:
- highest occupied orbital energy (eV) = -11.6
- SMILES = CC.CC
- Kohn-Sham gap (eV) = 12.7

Atoms and positions in Å:
C: 1.0063 0.3135 -1.5924
C: 1.4122 0.8153 -3.0020
H: 0.1546 -0.3535 -1.6699
H: 1.8118 -0.3073 -1.1786
H: 0.9632 1.0825 -0.8212
H: 0.5579 0.7121 -3.6570
H: 2.3170 0.2887 -3.2880
H: 1.7368 1.8573 -2.9941
C: -1.7820 -0.5584 1.7402
C: -0.6837 -0.5720 2.8413
H: -2.6889 -1.1355 1.9137
H: -2.0363 0.4976 1.7723
H: -1.3879 -0.7930 0.7524
H: -0.4604 -1.5095 3.3479
H: 0.2614 -0.2943 2.3799
H: -1.1138 0.1134 3.5607

Listed below, in e, are the natural (NBO) charges computed for each atom:
1 C -0.62
2 C -0.62
3 H 0.21
4 H 0.20
5 H 0.21
6 H 0.21
7 H 0.21
8 H 0.20
9 C -0.61
10 C -0.61
11 H 0.20
12 H 0.20
13 H 0.20
14 H 0.20
15 H 0.21
16 H 0.20

***

<iv>
C4H12 | wB97M-V/def2-TZVPD

Values from the calculation:
- highest occupied orbital energy (eV) = -11.1
- SMILES = CC.CC
- Kohn-Sham gap (eV) = 12.3

Atoms and positions in Å:
C: -0.6120 0.6990 -1.3525
C: -1.8984 1.1201 -0.6477
H: 0.2151 0.7227 -0.6229
H: -0.4096 -0.3724 -1.5579
H: -0.4110 1.1649 -2.3054
H: -2.3967 1.8905 -1.2548
H: -1.8337 1.5379 0.3581
H: -2.6433 0.3183 -0.6278
C: 1.8926 -0.4476 0.9136
C: 0.6507 -1.3070 1.1209
H: 2.8117 -0.8883 1.3021
H: 1.9515 -0.4245 -0.1872
H: 1.6961 0.5743 1.2252
H: -0.2120 -0.6524 0.9842
H: 0.4391 -1.7081 2.1206
H: 0.7600 -2.2273 0.5315

Listed below, in e, are the natural (NBO) charges computed for each atom:
1 C -0.64
2 C -0.63
3 H 0.21
4 H 0.21
5 H 0.21
6 H 0.21
7 H 0.21
8 H 0.21
9 C -0.61
10 C -0.62
11 H 0.21
12 H 0.20
13 H 0.20
14 H 0.21
15 H 0.20
16 H 0.21

***

Going by the energies, <ii> is most stable and the next is 36.7 kJ/mol up.

***

<i>
C4H12 | wB97M-V/def2-TZVPD

Values from the calculation:
- highest occupied orbital energy (eV) = -11.3
- SMILES = CC.CC
- Kohn-Sham gap (eV) = 12.5

Atoms and positions in Å:
C: 0.6446 1.5315 0.0388
C: 1.2776 1.8458 1.4072
H: 0.8889 2.2703 -0.7221
H: 1.0466 0.6477 -0.4770
H: -0.3534 1.2025 0.3143
H: 2.3669 1.8851 1.3575
H: 1.0239 0.9840 2.0415
H: 0.9073 2.7227 1.9154
C: -1.6229 -1.6261 -0.3275
C: -0.3114 -1.7450 -1.1640
H: -2.3873 -2.2257 -0.8178
H: -1.3541 -2.1461 0.5936
H: -1.9240 -0.6151 -0.0776
H: 0.5197 -1.4750 -0.5034
H: -0.3298 -0.8900 -1.8406
H: -0.1342 -2.7475 -1.5334

Listed below, in e, are the natural (NBO) charges computed for each atom:
1 C -0.62
2 C -0.60
3 H 0.21
4 H 0.20
5 H 0.21
6 H 0.20
7 H 0.20
8 H 0.21
9 C -0.61
10 C -0.61
11 H 0.20
12 H 0.20
13 H 0.21
14 H 0.20
15 H 0.21
16 H 0.21

***

<ii>
C4H12 | wB97M-V/def2-TZVPD

Values from the calculation:
- highest occupied orbital energy (eV) = -11.4
- SMILES = CC.CC
- Kohn-Sham gap (eV) = 12.6

Atoms and positions in Å:
C: 1.7032 -0.4801 -1.5644
C: 1.9835 -0.1519 -0.0975
H: 2.4921 -0.0881 -2.1877
H: 1.6402 -1.5577 -1.6915
H: 0.8294 0.0262 -1.9676
H: 1.9628 0.9206 0.0294
H: 2.9340 -0.5344 0.2784
H: 1.2733 -0.7158 0.5093
C: -1.3815 0.3047 0.2301
C: -2.2826 0.3491 1.4491
H: -0.4655 0.7911 0.5415
H: -1.2779 -0.7056 -0.1548
H: -1.7749 0.9476 -0.5585
H: -1.9284 -0.0864 2.3816
H: -2.6048 1.3482 1.7154
H: -3.3071 -0.0107 1.2821

Listed below, in e, are the natural (NBO) charges computed for each atom:
1 C -0.61
2 C -0.61
3 H 0.20
4 H 0.20
5 H 0.20
6 H 0.20
7 H 0.20
8 H 0.20
9 C -0.61
10 C -0.62
11 H 0.21
12 H 0.21
13 H 0.20
14 H 0.20
15 H 0.20
16 H 0.20

***

Going by the energies, <ii> is most stable and the next is 28.0 kJ/mol up.

***

<i>
C4H12 | wB97M-V/def2-TZVPD

Values from the calculation:
- highest occupied orbital energy (eV) = -11.8
- SMILES = CC.CC
- Kohn-Sham gap (eV) = 13.0

Atoms and positions in Å:
C: -0.7370 -0.1705 1.4837
C: -1.0383 -1.1284 2.6255
H: 0.0964 0.4949 1.6737
H: -0.5137 -0.6721 0.5501
H: -1.5709 0.4970 1.2718
H: -2.0899 -1.1146 2.8845
H: -0.4892 -0.8929 3.5404
H: -0.8126 -2.1611 2.3744
C: 0.6278 1.3444 -1.8378
C: 1.1637 -0.0451 -2.2400
H: -0.3652 1.2634 -1.4168
H: 1.2707 1.7821 -1.0825
H: 0.5674 1.9560 -2.7316
H: 0.8427 -0.8229 -1.5530
H: 2.2471 -0.0121 -2.3111
H: 0.8010 -0.3181 -3.2313

Listed below, in e, are the natural (NBO) charges computed for each atom:
1 C -0.62
2 C -0.62
3 H 0.21
4 H 0.20
5 H 0.20
6 H 0.21
7 H 0.21
8 H 0.21
9 C -0.61
10 C -0.60
11 H 0.20
12 H 0.20
13 H 0.20
14 H 0.20
15 H 0.20
16 H 0.20

***

<ii>
C4H12 | wB97M-V/def2-TZVPD

Values from the calculation:
- highest occupied orbital energy (eV) = -11.3
- SMILES = CC.CC
- Kohn-Sham gap (eV) = 12.4

Atoms and positions in Å:
C: -0.1715 2.9279 -0.1723
C: -0.7401 1.6125 0.3950
H: -0.1986 2.8276 -1.2707
H: -0.7490 3.8197 0.0689
H: 0.9237 3.0862 -0.0285
H: -1.6734 1.2840 -0.0661
H: 0.0750 0.8720 0.1780
H: -0.7372 1.5307 1.4825
C: 1.0423 -2.5237 -0.3093
C: -0.3014 -2.0091 0.1812
H: 1.8885 -2.5841 0.4179
H: 0.9934 -3.5695 -0.6110
H: 1.5237 -1.8393 -1.0283
H: -0.2661 -1.8017 1.2367
H: -0.4448 -1.0512 -0.3150
H: -1.1644 -2.5819 -0.1589

Listed below, in e, are the natural (NBO) charges computed for each atom:
1 C -0.61
2 C -0.61
3 H 0.20
4 H 0.20
5 H 0.21
6 H 0.21
7 H 0.20
8 H 0.21
9 C -0.63
10 C -0.62
11 H 0.21
12 H 0.21
13 H 0.21
14 H 0.21
15 H 0.21
16 H 0.21

***

Going by the energies, <i> is most stable and the next is 46.3 kJ/mol up.

***

<i>
C4H12 | wB97M-V/def2-TZVPD

Values from the calculation:
- highest occupied orbital energy (eV) = -11.8
- SMILES = CC.CC
- Kohn-Sham gap (eV) = 12.9

Atoms and positions in Å:
C: -0.8655 -1.8585 0.6993
C: 0.3260 -2.2261 1.5835
H: -0.6785 -1.8547 -0.3764
H: -1.6909 -2.5537 0.8423
H: -1.2841 -0.8898 0.9892
H: 0.9248 -1.3446 1.7910
H: 0.9423 -2.9958 1.1287
H: -0.0472 -2.6453 2.5223
C: -0.2577 2.5806 -1.1482
C: 0.8391 1.5131 -1.0960
H: -0.4199 3.1460 -0.2295
H: 0.0612 3.3316 -1.8675
H: -1.1925 2.1353 -1.4867
H: 1.0509 1.2147 -2.1248
H: 1.7767 1.8294 -0.6426
H: 0.5153 0.6177 -0.5848

Listed below, in e, are the natural (NBO) charges computed for each atom:
1 C -0.61
2 C -0.61
3 H 0.20
4 H 0.20
5 H 0.20
6 H 0.20
7 H 0.20
8 H 0.20
9 C -0.61
10 C -0.61
11 H 0.20
12 H 0.20
13 H 0.20
14 H 0.20
15 H 0.20
16 H 0.20

***

<ii>
C4H12 | wB97M-V/def2-TZVPD

Values from the calculation:
- highest occupied orbital energy (eV) = -11.0
- SMILES = CC.CC
- Kohn-Sham gap (eV) = 12.1

Atoms and positions in Å:
C: -1.6508 -0.0954 0.6225
C: -2.8872 -0.3310 1.7077
H: -1.3529 0.8550 1.0106
H: -0.8382 -0.8232 0.5357
H: -2.2449 0.0219 -0.3108
H: -2.6896 -1.3425 2.1263
H: -2.6510 0.3027 2.5375
H: -3.8153 -0.0251 1.2570
C: 1.5703 0.4417 -0.8965
C: 2.9281 -0.1207 -1.4352
H: 0.8540 0.4302 -1.6079
H: 1.3192 -0.1378 0.0638
H: 1.6595 1.5572 -0.7023
H: 2.9155 0.3076 -2.4172
H: 2.9666 -1.2742 -1.6051
H: 3.9165 0.2338 -0.8860

Listed below, in e, are the natural (NBO) charges computed for each atom:
1 C -0.62
2 C -0.61
3 H 0.20
4 H 0.21
5 H 0.20
6 H 0.21
7 H 0.19
8 H 0.21
9 C -0.60
10 C -0.62
11 H 0.20
12 H 0.20
13 H 0.20
14 H 0.20
15 H 0.20
16 H 0.21

***

Going by the energies, <i> is most stable and the next is 132.5 kJ/mol up.

***

<i>
C4H12 | wB97M-V/def2-TZVPD

Values from the calculation:
- highest occupied orbital energy (eV) = -11.0
- SMILES = CC.CC
- Kohn-Sham gap (eV) = 12.1

Atoms and positions in Å:
C: -0.1348 -1.7780 1.4393
C: 0.0314 -1.0779 2.8311
H: 0.8458 -1.8945 0.9488
H: -0.4717 -2.8007 1.6713
H: -0.8342 -1.1316 0.7972
H: -0.0281 -1.5929 3.7231
H: -0.8135 -0.3867 2.7491
H: 0.8257 -0.5900 2.9875
C: -0.6176 1.0972 -2.1526
C: 0.6996 1.7304 -2.1090
H: -0.4365 -0.0138 -1.8510
H: -1.1849 1.5232 -1.4205
H: -1.2112 1.1579 -3.0700
H: 1.4016 1.3223 -1.3554
H: 0.6749 2.9038 -2.2413
H: 1.3600 1.6721 -2.9910

Listed below, in e, are the natural (NBO) charges computed for each atom:
1 C -0.61
2 C -0.60
3 H 0.20
4 H 0.21
5 H 0.21
6 H 0.20
7 H 0.20
8 H 0.19
9 C -0.61
10 C -0.63
11 H 0.20
12 H 0.20
13 H 0.21
14 H 0.22
15 H 0.20
16 H 0.21

***

<ii>
C4H12 | wB97M-V/def2-TZVPD

Values from the calculation:
- highest occupied orbital energy (eV) = -11.6
- SMILES = CC.CC
- Kohn-Sham gap (eV) = 12.8

Atoms and positions in Å:
C: 0.6459 -2.0931 -1.2997
C: 1.2226 -0.8022 -1.9119
H: -0.0582 -1.9956 -0.4727
H: 0.0541 -2.6851 -2.0025
H: 1.4590 -2.7621 -1.0099
H: 0.7469 0.0805 -1.4971
H: 2.2691 -0.7516 -1.6286
H: 1.0867 -0.8672 -2.9863
C: -0.7115 0.9140 1.1696
C: -1.1247 2.0665 2.1077
H: -1.4562 0.1274 1.0416
H: -0.6388 1.3426 0.1661
H: 0.2074 0.3697 1.3729
H: -1.4768 2.9240 1.5388
H: -0.2623 2.3821 2.6888
H: -1.9633 1.7499 2.7232

Listed below, in e, are the natural (NBO) charges computed for each atom:
1 C -0.62
2 C -0.62
3 H 0.21
4 H 0.20
5 H 0.20
6 H 0.21
7 H 0.21
8 H 0.21
9 C -0.62
10 C -0.61
11 H 0.20
12 H 0.20
13 H 0.21
14 H 0.20
15 H 0.21
16 H 0.21

***

<iii>
C4H12 | wB97M-V/def2-TZVPD

Values from the calculation:
- highest occupied orbital energy (eV) = -11.3
- SMILES = CC.CC
- Kohn-Sham gap (eV) = 12.4

Atoms and positions in Å:
C: 0.3048 -1.5590 3.0174
C: -0.0222 -0.1756 2.3383
H: -0.0207 -2.3827 2.3991
H: 1.3904 -1.6437 3.0714
H: -0.0403 -1.4457 4.0391
H: -0.7604 0.3453 2.9325
H: -0.2299 -0.2616 1.2775
H: 0.8694 0.4503 2.4440
C: 0.5873 0.6837 -2.8008
C: -0.9031 1.0319 -2.5531
H: 1.0855 1.5838 -2.4657
H: 0.8931 -0.3143 -2.4918
H: 0.7790 0.4864 -3.8681
H: -1.6311 0.8775 -3.3481
H: -1.0390 2.0333 -2.1598
H: -1.2627 0.2904 -1.8319

Listed below, in e, are the natural (NBO) charges computed for each atom:
1 C -0.61
2 C -0.61
3 H 0.21
4 H 0.20
5 H 0.21
6 H 0.20
7 H 0.21
8 H 0.20
9 C -0.63
10 C -0.62
11 H 0.22
12 H 0.21
13 H 0.20
14 H 0.21
15 H 0.20
16 H 0.20

***

<iv>
C4H12 | wB97M-V/def2-TZVPD

Values from the calculation:
- highest occupied orbital energy (eV) = -11.3
- SMILES = CC.CC
- Kohn-Sham gap (eV) = 12.4

Atoms and positions in Å:
C: -1.5069 -0.9112 -1.3863
C: -1.3760 -2.1479 -0.5020
H: -2.4896 -0.7996 -1.7170
H: -1.2373 0.0645 -0.8841
H: -0.8614 -0.7958 -2.2752
H: -2.2876 -1.9995 0.1764
H: -1.2836 -3.1306 -0.9837
H: -0.5430 -2.3474 0.0177
C: 1.0428 1.1813 0.3335
C: 1.8098 1.8488 1.5154
H: 1.6005 0.2982 0.2294
H: 0.0623 0.8965 0.7167
H: 0.9792 1.9083 -0.5188
H: 1.9090 2.9306 1.5191
H: 2.8695 1.7080 1.5690
H: 1.4637 1.4405 2.3872

Listed below, in e, are the natural (NBO) charges computed for each atom:
1 C -0.61
2 C -0.62
3 H 0.20
4 H 0.21
5 H 0.20
6 H 0.20
7 H 0.21
8 H 0.21
9 C -0.62
10 C -0.61
11 H 0.21
12 H 0.20
13 H 0.21
14 H 0.20
15 H 0.20
16 H 0.20

***

Going by the energies, <ii> is most stable and the next is 43.2 kJ/mol up.